Entry 1:
ORCA calculation (ωB97M-V/def2-TZVPD) on one molecule with the formula C13H16N6O4 at a distorted geometry.

Max |F| ... 0.0728 hartree/bohr
Kohn-Sham gap ... 6.13 eV
Energy relative to the best compared isomer or geometry (same formula, charge and spin) ... 209.5 kcal/mol
SMILES string ... CN1C=CN(C(C)(C)C)[C@]12O[N+]([O-])=C1C=Nc3no[n+]([O-])c3[C@@H]12
Spin multiplicity ... 1
Charge ... 0
HOMO energy ... -7.462 eV

XYZ file:
```
39
Properties=species:S:1:pos:R:3:forces:R:3:lowdin_charge:R:1
C -2.901469 -0.758668 -0.765935 -0.3753 0.0961 0.3200 -0.014
N -1.672586 -1.104778 -0.111052 0.7187 1.4455 -0.9709 -0.088
C -1.547242 -2.180679 0.705709 1.6964 -1.5327 2.0425 -0.069
C -0.300625 -2.138580 1.279501 -2.2003 -1.8931 -0.0812 -0.072
N 0.368618 -1.050631 0.790552 0.3819 1.8678 -1.0073 0.023
C 1.691440 -0.638548 1.324744 -0.5214 -0.2469 0.1906 -0.553
C 2.381044 0.364447 0.414310 0.5777 -0.0203 0.1895 -0.039
C 2.543063 -1.903082 1.413935 0.3746 -0.1351 -0.0915 -0.040
C 1.571668 -0.030820 2.720851 0.1725 0.1420 0.1161 -0.026
C -0.638247 -0.179386 0.231761 0.0201 -3.0388 0.6263 -0.327
O -1.124270 0.637667 1.398773 -0.5926 1.5787 0.8069 0.081
N -1.500639 1.885306 0.936791 1.1747 0.1619 -1.3313 -0.178
O -1.963902 2.663353 1.747165 -0.1493 -0.3863 -0.8371 0.097
C -1.137278 2.004882 -0.385627 -0.6197 -0.3198 2.6170 -0.107
C -1.497463 3.028651 -1.266890 0.0086 0.1426 -2.2774 -0.009
N -1.345204 2.895393 -2.585460 -1.3226 2.4776 2.3092 0.127
C -0.845242 1.751375 -3.044542 1.7027 -2.5301 -2.1717 -0.316
N -0.391803 1.597538 -4.326492 -0.1854 -0.3540 3.1966 0.155
O 0.330492 0.397089 -4.290242 -0.8754 -0.2445 0.4660 0.007
N 0.259016 -0.197114 -2.991099 -1.6357 0.8399 0.6056 -0.172
O 0.821415 -1.263540 -2.803251 -0.1781 1.0454 -0.1753 0.066
C -0.580718 0.590062 -2.217466 2.7427 -0.1728 -2.3515 -0.052
C -0.310851 0.840074 -0.772199 0.4802 0.6088 -1.1415 -0.108
H -2.708630 -0.228801 -1.703968 -0.1984 -0.2011 0.1560 0.086
H -3.426532 -1.701328 -0.958277 0.0515 0.3088 -0.1816 0.101
H -3.538478 -0.147703 -0.112160 -0.0714 0.0478 -0.1775 0.099
H -2.343032 -2.904257 0.834067 0.2683 0.1182 -0.0834 0.119
H 0.173320 -2.874822 1.925671 -0.3130 0.3433 -0.3348 0.116
H 1.941363 1.364085 0.517852 0.2231 -0.1841 -0.1184 0.091
H 3.415948 0.460712 0.760320 -0.1200 -0.0179 -0.0939 0.097
H 2.404444 0.005977 -0.620928 -0.0159 0.2225 0.1162 0.098
H 2.203235 -2.561498 2.227021 0.1683 0.1548 -0.3487 0.079
H 2.543667 -2.448457 0.458620 -0.0440 0.1099 0.3070 0.104
H 3.575445 -1.601316 1.636375 -0.2251 -0.1717 0.0186 0.091
H 1.222756 -0.776722 3.444766 -0.0439 0.2247 -0.1180 0.092
H 2.573253 0.302821 3.019159 -0.2038 -0.0305 0.1421 0.092
H 0.898384 0.831900 2.715664 0.1306 -0.1884 0.1242 0.081
H -1.902814 3.950965 -0.854949 -0.0970 -0.0761 -0.3181 0.133
H 0.758456 1.118433 -0.693071 -0.9042 -0.1923 -0.1391 0.131
```
Positions in Å, forces in eV/Å.

Entry 2:
ORCA calculation (ωB97M-V/def2-TZVPD) on an isolated ion of composition C11H19N2O and charge +1 at a distorted geometry.

Max |F| ... 0.1001 hartree/bohr
Kohn-Sham gap ... 8.66 eV
Energy relative to the best compared isomer or geometry (same formula, charge and spin) ... 82.4 kcal/mol
SMILES string ... Cc1cc2n(c1C)CC[N@H+](C)[C@]2(C)O
Spin multiplicity ... 1
Charge ... +1
HOMO energy ... -11.398 eV

XYZ file:
```
33
Properties=species:S:1:pos:R:3:forces:R:3:lowdin_charge:R:1
C -3.867436 1.371385 0.119330 1.1845 -1.7781 -2.3404 -0.010
C -2.469782 0.807159 -0.152297 -1.3382 2.2381 0.4837 -0.213
C -1.296602 1.656081 -0.295813 -0.3941 -3.6240 1.0023 0.050
C -0.285101 0.764802 -0.137057 5.1122 0.5553 -0.2081 -0.086
N -0.734662 -0.520496 -0.142947 -1.1837 0.5061 1.2149 -0.043
C -2.123322 -0.485882 -0.019420 1.4604 0.1494 -0.8486 -0.243
C -2.757027 -1.789873 0.200769 -2.8563 1.6518 0.5867 -0.006
C -0.031838 -1.701477 0.179386 1.1236 -0.5944 1.8911 -0.138
C 1.347322 -1.412337 0.702638 -2.5023 0.7290 0.9395 -0.110
N 1.904769 -0.515266 -0.314981 0.8903 0.4330 1.6579 -0.060
C 3.351941 -0.735182 -0.433427 0.6611 1.1980 -1.3291 0.036
C 1.464050 0.896289 0.087586 -3.2687 2.0662 -0.8617 -0.370
C 2.103691 1.963958 -0.822566 -3.1065 0.0847 -1.9809 0.001
O 1.679086 1.228747 1.421281 0.7478 -0.6578 -0.5141 0.043
H -3.821523 2.016701 0.960736 -0.3956 0.3988 0.7917 0.070
H -4.195886 1.901001 -0.796862 -0.1977 -0.1817 0.7073 0.093
H -4.419610 0.425153 0.238806 -0.6933 1.0101 0.3563 0.069
H -1.288775 2.676865 -0.225865 0.1392 2.2691 -0.1187 0.093
H -2.414786 -2.187723 1.137435 -0.1808 -0.4392 0.5044 0.075
H -3.891500 -1.606014 0.248731 1.6989 -0.7935 -0.1529 0.122
H -2.472159 -2.423503 -0.592496 -0.1306 -1.1024 -0.8819 0.077
H 0.093828 -2.239224 -0.739753 -0.3032 -1.3522 -0.2046 0.143
H -0.395166 -2.250687 1.081831 -0.7934 -0.0176 -1.3937 0.157
H 1.246372 -0.937699 1.694479 0.3346 0.4865 -0.7216 0.156
H 1.756040 -2.347315 0.968885 1.6101 -0.9882 -0.8027 0.136
H 1.305291 -0.633717 -1.141186 1.0558 -0.2544 -0.4483 0.189
H 3.838112 0.035894 -1.049269 -0.3059 -0.3101 0.2819 0.109
H 3.838871 -0.809662 0.511519 -0.0856 0.3855 0.9819 0.113
H 3.532755 -1.667146 -0.886480 -0.0317 -1.2246 -0.7898 0.100
H 1.660647 1.929069 -1.894433 0.9394 -0.5020 1.5450 0.135
H 3.171179 1.980936 -0.894399 0.5511 0.1652 0.3543 0.068
H 1.633979 2.917899 -0.517599 0.7742 -0.3093 0.2828 0.109
H 2.537242 1.691254 1.503448 -0.5156 -0.1972 0.0153 0.136
```
Positions in Å, forces in eV/Å.

Entry 3:
ORCA calculation (ωB97M-V/def2-TZVPD) on a 2-piece molecular cluster, C2H5ISi overall at a distorted geometry.

Max |F| ... 0.0812 hartree/bohr
Kohn-Sham gap (spin up / spin down) ... 7.79 / 7.34 eV
Energy relative to the best compared isomer or geometry (same formula, charge and spin) ... 98.0 kcal/mol
Spin multiplicity ... 1
Charge ... 0
HOMO energy (spin up / spin down) ... -8.403 / -7.286 eV

XYZ file:
```
9
Properties=species:S:1:pos:R:3:forces:R:3:lowdin_charge:R:1
C 1.684763 1.014285 0.286450 3.2401 -0.8049 2.5060 -0.180
C 0.903335 0.975834 -0.717261 -1.8398 -0.1785 -0.7685 -0.042
Si -1.447386 -1.484954 0.045514 0.3164 0.6648 -1.6928 0.101
I -3.243607 0.073837 -0.239855 -0.3639 0.1810 0.0729 0.275
H 2.487305 1.837623 0.549016 -1.7942 -1.3197 -0.5056 0.086
H 1.826104 0.034506 0.917953 -0.2245 1.9075 -0.9983 0.072
H 0.334295 1.520180 -1.448348 0.3520 0.0812 -0.1513 0.020
H -0.749037 -1.227864 1.269851 0.1554 -0.4934 0.8522 -0.175
H -1.795768 -2.743448 -0.663319 0.1585 -0.0380 0.6853 -0.156
```
Positions in Å, forces in eV/Å.